1.
This record from the OMol25 dataset describes C4H7NO in the gas phase. The level of theory is the ωB97M-V functional and the def2-TZVPD basis.

ORCA input file:
```
! RIJCOSX wB97M-V def2-TZVPD def2/J DEFGRID3
* xyz 0 1
C 0.02879 0.77976 1.97149
O -0.95824 0.41627 0.97653
C -0.61406 -0.53093 0.13868
C 0.01232 -0.29082 -1.96890
C 0.71416 -0.62220 -0.41516
N 1.90040 -0.57391 -0.18132
H 1.01837 0.40739 1.68678
H -0.29554 0.32099 2.90768
H 0.02043 1.86599 2.06075
H -1.46555 -1.03378 -0.30332
H -1.00383 0.07170 -2.14322
H 0.72886 0.44406 -2.33105
H 0.14116 -1.25121 -2.47379
*
```

Calculated values
Max |F|, eV/A: 0.74
Energy above the lowest of the compared OMol25 structures with the same formula, charge and spin, kcal/mol: 124.8
HOMO energy (alpha / beta), eV: -7.496 / -7.499

And the Löwdin charges, in e, turn out to be: number 1, C, carries -0.0157; number 2, O, carries -0.0530; number 3, C, carries -0.1058; number 4, C, carries -0.0134; number 5, C, carries -0.5052; number 6, N, carries 0.0965; number 7, H, carries 0.0719; number 8, H, carries 0.0996; number 9, H, carries 0.0965; number 10, H, carries 0.1341; number 11, H, carries 0.0531; number 12, H, carries 0.0701; number 13, H, carries 0.0714


2.
This record from the OMol25 dataset describes a molecular structure, C40H32N8O4Rb. The level of theory is the ωB97M-V functional and the def2-TZVPD basis.

ORCA input file:
```
! RIJCOSX wB97M-V def2-TZVPD def2/J DEFGRID3
* xyz -1 1
Rb 0.20565 -0.47861 0.29049
C 0.19129 1.21619 3.99205
C -0.73571 1.88901 2.99669
O -1.49855 0.95838 2.25993
C -2.54815 0.31538 2.94146
C -2.82224 -1.01393 2.25795
O -1.69115 -1.86517 2.16026
C -1.15486 -2.28759 3.38886
C 0.08922 -3.11320 3.11678
O 1.11888 -2.40183 2.45866
C 2.11269 -1.81408 3.27068
C 1.62975 -0.65925 4.12797
O 0.98433 0.27471 3.30125
H -0.37765 0.70453 4.78201
H 0.81463 1.97693 4.48020
H -0.15172 2.44022 2.25794
H -1.37808 2.60910 3.52019
H -3.46351 0.92072 2.89521
H -2.30789 0.17028 4.00117
H -3.14073 -0.83181 1.23005
H -3.63811 -1.52516 2.78834
H -1.87992 -2.91513 3.93138
H -0.91380 -1.43218 4.02501
H -0.18126 -3.93726 2.45364
H 0.45434 -3.54082 4.06017
H 2.87377 -1.45700 2.57592
H 2.57395 -2.56884 3.92288
H 2.49481 -0.21281 4.63880
H 0.94415 -1.01569 4.90985
C -4.24029 -4.11402 -3.56060
C -5.16532 -3.18266 -3.07502
C -4.74558 -2.00297 -2.47785
C -3.38038 -1.77987 -2.36859
C -2.58072 -0.66994 -1.82103
N -1.26100 -0.95990 -1.95224
C -1.12721 -2.13744 -2.56876
N 0.00249 -2.74586 -2.95183
C 1.20730 -2.23189 -2.74780
C 2.41532 -2.80532 -3.38074
C 2.62313 -3.90553 -4.19630
C 3.91838 -4.15356 -4.63189
C 4.97322 -3.31042 -4.27077
C 4.75777 -2.19929 -3.46601
C 3.46710 -1.96372 -3.02116
C 2.86321 -0.90337 -2.18448
N 3.56394 0.13170 -1.74773
C 3.00167 1.21349 -1.18797
N 1.70653 1.44896 -0.96032
C 1.56120 2.70322 -0.46097
N 0.44000 3.33311 -0.14725
C -0.78309 2.82467 -0.34609
N -1.09019 1.62340 -0.86502
C -2.42443 1.47556 -0.87685
N -3.12922 0.41836 -1.30712
C -3.06068 2.66179 -0.29852
C -4.38084 3.00142 -0.02856
C -4.62896 4.21706 0.59010
C -3.57894 5.08190 0.92868
C -2.26157 4.74751 0.65488
C -2.00986 3.52688 0.03989
C 2.88664 3.32413 -0.30677
C 3.31398 4.55486 0.17164
C 4.67693 4.81275 0.17916
C 5.59448 3.86592 -0.29058
C 5.16656 2.63909 -0.77722
C 3.80384 2.37948 -0.77560
N 1.54744 -1.14988 -2.02319
C -2.45704 -2.70990 -2.85282
C -2.87555 -3.88580 -3.45753
H -4.60340 -5.02274 -4.02621
H -6.22386 -3.39257 -3.17534
H -5.44988 -1.26885 -2.10675
H 1.79448 -4.54257 -4.47849
H 4.11898 -5.00928 -5.26581
H 5.97042 -3.53131 -4.63289
H 5.56284 -1.53006 -3.19006
H -5.18369 2.32518 -0.29610
H -5.64790 4.50943 0.81622
H -3.80948 6.02525 1.41008
H -1.44402 5.41006 0.91206
H 2.59604 5.28386 0.52649
H 5.04257 5.76262 0.55159
H 6.65221 4.10104 -0.27393
H 5.86157 1.89699 -1.14961
H -2.15129 -4.59606 -3.83619
*
```

Calculated values
Max |F|, eV/A: 0.71
Energy above the lowest of the compared OMol25 structures with the same formula, charge and spin, kcal/mol: 0.0
HOMO energy (alpha / beta), eV: -2.919 / -2.922

And the Löwdin charges, in e, turn out to be: number 1, Rb, carries 1.0281; number 2, C, carries -0.1833; number 3, C, carries -0.1628; number 4, O, carries -0.1871; number 5, C, carries -0.1830; number 6, C, carries -0.1589; number 7, O, carries -0.1754; number 8, C, carries -0.1935; number 9, C, carries -0.1667; number 10, O, carries -0.1820; number 11, C, carries -0.1768; number 12, C, carries -0.2019; number 13, O, carries -0.1514; number 14, H, carries 0.1143; number 15, H, carries 0.1356; number 16, H, carries 0.1220; number 17, H, carries 0.1391; number 18, H, carries 0.1378; number 19, H, carries 0.1139; number 20, H, carries 0.1256; number 21, H, carries 0.1318; number 22, H, carries 0.1376; number 23, H, carries 0.0985; number 24, H, carries 0.1370; number 25, H, carries 0.1312; number 26, H, carries 0.1376; number 27, H, carries 0.1294; number 28, H, carries 0.1350; number 29, H, carries 0.1189; number 30, C, carries -0.1076; number 31, C, carries -0.1078; number 32, C, carries -0.0314; number 33, C, carries -0.1093; number 34, C, carries -0.3145; number 35, N, carries 0.0596; number 36, C, carries -0.3034; number 37, N, carries 0.1832; number 38, C, carries -0.3008; number 39, C, carries -0.1071; number 40, C, carries -0.0282; number 41, C, carries -0.1051; number 42, C, carries -0.1053; number 43, C, carries -0.0289; number 44, C, carries -0.1070; number 45, C, carries -0.3020; number 46, N, carries 0.1819; number 47, C, carries -0.3053; number 48, N, carries 0.0642; number 49, C, carries -0.3084; number 50, N, carries 0.1823; number 51, C, carries -0.3289; number 52, N, carries 0.0724; number 53, C, carries -0.3184; number 54, N, carries 0.1854; number 55, C, carries -0.1134; number 56, C, carries -0.0343; number 57, C, carries -0.1122; number 58, C, carries -0.1120; number 59, C, carries -0.0345; number 60, C, carries -0.1174; number 61, C, carries -0.1099; number 62, C, carries -0.0323; number 63, C, carries -0.1091; number 64, C, carries -0.1087; number 65, C, carries -0.0315; number 66, C, carries -0.1102; number 67, N, carries 0.0630; number 68, C, carries -0.1074; number 69, C, carries -0.0301; number 70, H, carries 0.0885; number 71, H, carries 0.0886; number 72, H, carries 0.1040; number 73, H, carries 0.1051; number 74, H, carries 0.0893; number 75, H, carries 0.0892; number 76, H, carries 0.1049; number 77, H, carries 0.1034; number 78, H, carries 0.0870; number 79, H, carries 0.0870; number 80, H, carries 0.1042; number 81, H, carries 0.1037; number 82, H, carries 0.0883; number 83, H, carries 0.0881; number 84, H, carries 0.1040; number 85, H, carries 0.1046


3.
This record from the OMol25 dataset describes a molecular structure, C2HBr5 in a non-equilibrium geometry. The level of theory is the ωB97M-V functional and the def2-TZVPD basis.

ORCA input file:
```
! RIJCOSX wB97M-V def2-TZVPD def2/J DEFGRID3
* xyz 0 1
C 1.77870 -0.09975 -0.00012
C -1.81954 0.02973 -0.05862
Br 1.47940 -1.38057 -1.36988
Br 3.14767 -0.22807 1.33957
Br -2.77295 1.04080 -1.34697
Br -2.63640 -1.44807 0.77662
Br -0.79653 1.19299 0.96075
H 1.61965 0.89294 -0.30137
*
```

Calculated values
Max |F|, eV/A: 1.72
Energy above the lowest of the compared OMol25 structures with the same formula, charge and spin, kcal/mol: 75.3
HOMO energy (alpha / beta), eV: -8.678 / -8.486

And the Löwdin charges, in e, turn out to be: number 1, C, carries -1.1830; number 2, C, carries -1.7220; number 3, Br, carries 0.6007; number 4, Br, carries 0.5720; number 5, Br, carries 0.5710; number 6, Br, carries 0.6073; number 7, Br, carries 0.6488; number 8, H, carries -0.0948


4.
This record from the OMol25 dataset describes 2 unconnected molecules or ions with the total composition C9H14 in a non-equilibrium geometry. The level of theory is the ωB97M-V functional and the def2-TZVPD basis.

ORCA input file:
```
! RIJCOSX wB97M-V def2-TZVPD def2/J DEFGRID3
* xyz 0 1
C -1.45722 2.89601 -0.70513
C -1.39773 1.49680 -0.24639
C -0.18389 1.07207 0.37021
C 0.05918 -0.19097 0.80857
C -1.05523 -1.06781 0.76837
C -2.19114 -0.74819 0.07254
C -2.40473 0.55370 -0.42750
H -1.21949 3.58066 0.11225
H -2.39735 3.28051 -1.09800
H -0.70790 3.06928 -1.48858
H 0.61958 1.80081 0.40807
H 1.03068 -0.54305 1.12205
H -1.00665 -2.07795 1.14082
H -2.86574 -1.53586 -0.24503
H -3.26101 0.88763 -0.99858
C 3.82438 -1.73562 0.49132
C 3.03440 -1.86203 -0.80828
H 4.41028 -2.61242 0.83838
H 4.76681 -1.19253 0.35785
H 3.24565 -1.54043 1.38858
H 2.73861 -2.87539 -1.06352
H 3.71546 -1.71931 -1.65648
H 2.28489 -1.08381 -0.82449
*
```

Calculated values
Max |F|, eV/A: 2.36
Energy above the lowest of the compared OMol25 structures with the same formula, charge and spin, kcal/mol: 23.3
HOMO energy, eV: -8.882

And the Löwdin charges, in e, turn out to be: number 1, C, carries -0.0742; number 2, C, carries -0.2858; number 3, C, carries -0.0659; number 4, C, carries -0.0825; number 5, C, carries -0.0953; number 6, C, carries -0.0976; number 7, C, carries -0.0397; number 8, H, carries 0.0823; number 9, H, carries 0.0760; number 10, H, carries 0.0877; number 11, H, carries 0.1110; number 12, H, carries 0.0835; number 13, H, carries 0.0948; number 14, H, carries 0.1008; number 15, H, carries 0.1056; number 16, C, carries -0.1823; number 17, C, carries -0.1586; number 18, H, carries 0.0631; number 19, H, carries 0.0616; number 20, H, carries 0.0478; number 21, H, carries 0.0619; number 22, H, carries 0.0628; number 23, H, carries 0.0429


Which value of max |F| does entry 1 give? 0.74 eV/A


What did the third record say?
This record from the OMol25 dataset describes a molecular structure, C2HBr5 in a non-equilibrium geometry. The level of theory is the ωB97M-V functional and the def2-TZVPD basis.

ORCA input file:
```
! RIJCOSX wB97M-V def2-TZVPD def2/J DEFGRID3
* xyz 0 1
C 1.77870 -0.09975 -0.00012
C -1.81954 0.02973 -0.05862
Br 1.47940 -1.38057 -1.36988
Br 3.14767 -0.22807 1.33957
Br -2.77295 1.04080 -1.34697
Br -2.63640 -1.44807 0.77662
Br -0.79653 1.19299 0.96075
H 1.61965 0.89294 -0.30137
*
```

Calculated values
Max |F|, eV/A: 1.72
Energy above the lowest of the compared OMol25 structures with the same formula, charge and spin, kcal/mol: 75.3
HOMO energy (alpha / beta), eV: -8.678 / -8.486

And the Löwdin charges, in e, turn out to be: number 1, C, carries -1.1830; number 2, C, carries -1.7220; number 3, Br, carries 0.6007; number 4, Br, carries 0.5720; number 5, Br, carries 0.5710; number 6, Br, carries 0.6073; number 7, Br, carries 0.6488; number 8, H, carries -0.0948


Look up the energy above the lowest of the compared OMol25 structures with the same formula, charge and spin of the second one. 0.0 kcal/mol